The molecule CH3ClN2O2 at a distorted geometry. Source: OMol25; level of theory: ωB97M-V/def2-TZVPD.

XYZ file:
```
9
CH3ClN2O2 (ωB97M-V/def2-TZVPD)
N 0.029 0.323 1.306
Cl -1.917 -0.005 -0.785
H -0.151 -1.427 -1.268
C -0.198 -0.282 -1.043
H -0.976 -0.034 1.420
H 0.184 0.064 -1.911
O 1.760 0.457 -0.052
O 0.720 0.766 2.198
N 0.549 0.139 0.135
```

## Properties
Orbital gap (alpha / beta) = 8.919 / 8.906 eV
Energy above the lowest of the compared OMol25 structures with the same formula, charge and spin = 3.0522 eV
LUMO energy (alpha / beta) = 0.2 / 0.1 eV